6
Properties=species:S:1:pos:R:3:lowdin_spin:R:1 method="wB97M-V/def2-TZVPD" relative_energy_ev=1.432 multiplicity=3
C -0.15 -0.20 -0.10 0.414
O 0.83 0.56 -0.54 0.087
F 0.23 -0.75 1.23 0.044
F -0.31 -1.28 -0.84 0.053
I -2.04 0.82 0.10 1.396
H 1.44 0.86 0.16 0.006